170
Properties=species:S:1:pos:R:3:forces:R:3:mulliken_charge:R:1 method="wB97M-V/def2-TZVPD" homo_energy_ev=-8.721 lumo_energy_ev=-0.46
C 4.004305 3.217402 1.617599 -5.2505 -0.7757 -7.4922 -1.011
C 3.180303 3.170938 0.487564 4.3460 0.5679 7.4378 -0.440
C 1.977110 3.253223 -0.671564 2.0575 -0.8933 -0.3093 2.634
C 1.310242 1.742250 -0.808527 -2.5495 -1.2980 4.3430 -0.793
I 1.525827 0.465144 -2.626962 -0.1100 1.2951 1.4874 0.047
C 0.518537 1.073352 0.300888 2.0164 0.4300 -4.3166 -0.040
C -0.117198 -0.460702 0.098781 0.6047 0.1297 1.5865 -0.878
I 0.172417 2.009946 2.243570 0.3085 -0.8412 -1.5907 0.047
C 2.821595 3.508179 -2.093744 0.9343 -1.6061 0.4201 -1.253
O 3.631109 4.770993 -2.037954 -3.7006 0.2368 0.0382 -0.418
S 2.567422 6.093377 -2.222948 3.7360 5.6061 -3.3034 1.228
O 3.139726 7.268143 -1.394406 -2.3530 -4.6355 -1.4595 -0.683
O 2.631647 6.548384 -3.727184 -1.1063 -2.7596 5.2239 -0.682
C 0.866007 5.506952 -1.704257 -1.1627 -1.6347 -0.4080 -1.161
C 0.891135 4.449255 -0.409312 -0.6064 0.6964 -0.1315 0.943
C 1.146081 5.369310 0.916019 -0.3339 1.4557 0.3102 -0.573
C -0.157055 6.333725 1.327913 0.7791 -0.3462 1.0604 -0.423
C -1.371617 5.499914 2.060751 -0.5984 0.7885 -0.3870 0.369
C -2.414835 4.758549 1.036780 -1.0120 -0.2615 -0.3812 -0.367
C -2.802554 5.626895 -0.304957 -0.6270 -0.2097 -0.5424 -0.073
C -3.796397 4.807840 -1.361309 0.8687 0.7927 -0.9510 -0.646
O -5.010022 4.278814 -0.698998 0.6924 -3.3893 -1.4303 -0.057
C -5.316348 2.907490 -1.212923 -2.6649 -1.0390 -4.7223 0.456
O -5.981424 2.744788 -2.386924 4.6040 1.2722 7.7379 -0.552
C -4.892119 1.545659 -0.349241 -0.8509 0.4124 4.2682 -0.159
C -5.174303 1.388798 1.125900 0.4544 0.7174 -4.1454 -0.294
H 4.776022 3.086059 2.504374 -2.0761 0.3878 -2.5407 0.353
H -1.017490 -0.482343 -0.650059 1.9580 0.1310 1.3249 0.294
H 0.752291 -1.227036 -0.185804 -1.9834 1.8498 0.2206 0.180
H -0.498735 -0.831260 1.167644 0.6794 1.0059 -2.3857 0.291
H 2.148898 3.434742 -3.047071 1.1695 0.4143 1.8545 0.413
H 3.639777 2.642882 -2.181044 -1.8658 2.0662 0.2268 0.444
H 0.185949 6.440078 -1.523978 1.7459 -1.5870 -0.1818 0.393
H 0.405280 4.940614 -2.648218 1.2648 1.3369 1.9038 0.368
H -0.185270 3.933566 -0.432490 2.3765 1.2368 0.2666 -0.326
H 2.020415 6.147490 0.680173 -1.6774 -1.9479 0.4393 0.187
H 1.414032 4.790983 1.896377 -0.4184 0.8200 -2.2029 0.304
H -0.510481 7.025728 0.453944 0.5277 -1.4180 1.6025 0.240
H 0.278621 7.066925 2.163582 -0.8898 -1.5426 -1.8208 0.221
H -0.945626 4.786766 2.918086 -1.0245 1.5400 -2.4536 0.110
H -2.012561 6.316196 2.651038 1.2975 -1.8245 -1.4531 -0.377
H -3.447453 4.554338 1.600052 2.3309 0.4089 -1.1225 0.353
H -2.059092 3.696727 0.656242 -0.4886 2.1084 0.8940 -0.085
H -3.371673 6.640021 -0.069663 1.3526 -2.0767 -0.2217 0.310
H -1.835300 5.883948 -0.931028 -1.9860 -0.4768 1.2088 -0.203
H -4.164998 5.557869 -2.212655 0.8355 -1.5428 1.8672 0.229
H -3.223485 3.947257 -1.922631 -0.9909 1.5507 1.2907 0.336
H -4.382155 0.653629 -0.912060 -1.3864 2.0645 0.8648 0.299
H -5.612830 2.288414 1.738139 0.8733 -1.8625 -1.4354 0.205
H -5.028295 0.356659 1.695126 -0.0818 2.4962 -1.5706 0.067
C -7.888459 4.851124 -0.792785 -0.1561 -0.0032 0.0087 -0.951
C -9.222372 5.582608 -0.681347 0.0942 -0.4665 0.0126 -0.572
C -9.059248 7.081763 -0.423253 0.4001 -0.0721 1.0204 -0.372
C -8.319219 7.299767 0.886454 4.1353 1.5388 7.2894 0.244
N -7.705445 7.480547 1.973005 -4.8712 -1.4827 -8.6340 -0.499
H -7.316218 4.909934 0.138432 -0.0828 0.1137 -0.1440 0.298
H -8.053572 3.790104 -1.005428 0.0408 0.2085 -0.0611 0.313
H -7.277528 5.270091 -1.600525 -0.0671 -0.1478 0.1648 0.273
H -9.809789 5.127955 0.125768 -0.0091 0.1887 -0.1228 0.329
H -9.785493 5.438304 -1.609998 -0.0089 0.1612 0.1277 0.347
H -10.041651 7.562108 -0.365296 0.2355 0.0749 0.1503 0.309
H -8.498096 7.553429 -1.237190 0.0375 -0.0096 0.2387 0.283
C 4.173825 -3.139047 -5.270891 0.0235 0.0660 -0.1604 -1.024
C 4.661808 -4.048084 -4.147355 0.1677 0.3222 -0.1945 -0.414
C 3.526413 -4.815446 -3.467119 -0.5578 0.8236 0.4162 -0.193
C 2.540302 -3.835396 -2.852637 -5.6247 5.1971 3.5335 0.187
N 1.722381 -3.022342 -2.342793 6.5038 -6.4472 -3.9898 -0.517
H 3.500160 -2.361228 -4.897717 0.0428 -0.1265 -0.0142 0.360
H 5.020831 -2.633855 -5.745870 -0.0992 -0.0524 0.0432 0.300
H 3.644917 -3.714361 -6.039320 0.0288 0.1215 0.1506 0.210
H 5.196335 -3.440742 -3.406665 -0.0671 -0.1818 -0.0435 0.363
H 5.382681 -4.764080 -4.557249 -0.1376 -0.0535 0.1662 0.211
H 3.928610 -5.461819 -2.679942 -0.2418 0.1430 0.0041 0.345
H 3.001921 -5.448270 -4.191201 -0.0538 0.1552 0.1151 0.170
C -7.151549 -3.103213 2.112239 -0.1221 0.0070 -0.0494 -1.276
C -6.164502 -3.981815 2.874215 -0.2049 -0.0975 -0.3893 0.018
C -5.409195 -3.220300 3.965222 0.5761 0.6374 -0.6193 0.084
C -4.610121 -2.087642 3.341470 4.5263 6.3338 -3.1524 0.340
N -3.947158 -1.148146 2.823957 -5.1895 -7.5603 4.0910 -0.661
H -6.643934 -2.291829 1.581140 -0.0212 -0.0571 0.0965 0.321
H -7.687745 -3.695145 1.363670 0.0335 0.0945 0.1374 0.386
H -7.889940 -2.662337 2.791666 0.0835 -0.0688 -0.1121 0.312
H -5.451927 -4.414980 2.161609 -0.0157 0.0304 0.2101 0.368
H -6.709701 -4.815082 3.331102 0.1786 0.1682 0.0787 -0.222
H -4.725646 -3.895751 4.490325 0.0436 0.2268 -0.0616 -0.154
H -6.108398 -2.806267 4.699760 0.1627 0.0954 -0.1329 0.401
C 6.761018 -7.782222 -7.686091 0.0618 -0.0769 0.0865 -0.958
C 6.331089 -6.602805 -8.552663 0.1470 -0.4281 -0.1395 -0.673
C 5.614320 -5.509983 -7.757257 -0.9126 -0.5687 0.2125 -0.233
C 4.356559 -6.079093 -7.121133 -7.0470 -2.9201 3.6549 0.244
N 3.313118 -6.551226 -6.593578 8.2919 3.7069 -4.1495 -0.601
H 5.900847 -8.287895 -7.236108 0.0276 0.1080 -0.0407 0.376
H 7.293314 -8.523626 -8.290431 -0.0115 0.1430 0.1196 0.254
H 7.428966 -7.454782 -6.881204 -0.0551 -0.0976 -0.1537 0.239
H 5.676813 -6.970442 -9.352643 0.0609 0.1974 0.1008 0.333
H 7.217041 -6.173290 -9.033212 -0.1793 0.0820 0.0826 0.366
H 5.339298 -4.682350 -8.419519 -0.1530 -0.0910 0.2298 0.380
H 6.267801 -5.114095 -6.972344 -0.2085 -0.0871 0.0141 0.267
C 8.778965 -11.442325 -7.042468 -0.0752 -0.0779 -0.0951 -1.027
C 9.935347 -11.490022 -6.048830 -0.0531 -0.2229 -0.3597 -0.456
C 9.910336 -10.330972 -5.050497 0.2253 0.8176 -0.7087 -0.351
C 10.014910 -9.009802 -5.794860 0.5843 7.5588 -3.8781 0.268
N 10.101803 -7.913860 -6.412397 -0.7006 -8.7475 4.8747 -0.501
H 8.817029 -10.542162 -7.664032 0.0027 -0.0595 0.1343 0.241
H 8.821405 -12.303797 -7.716492 -0.0471 0.1094 0.1212 0.340
H 7.814152 -11.462632 -6.522913 0.1026 0.0117 -0.0979 0.315
H 10.881006 -11.481933 -6.604587 -0.0961 0.0255 0.2035 0.296
H 9.892944 -12.436911 -5.499354 0.0716 0.1885 0.0521 0.312
H 10.749889 -10.417885 -4.352784 -0.1190 0.2352 -0.1088 0.301
H 8.982397 -10.344405 -4.468601 0.1048 0.1728 -0.1313 0.284
C 3.948451 10.587119 -3.516367 -0.0562 0.0050 -0.1150 -1.220
C 4.935498 9.708517 -2.754392 -0.2797 -0.1775 -0.2900 0.179
C 5.690805 10.470031 -1.663385 0.5873 0.6701 -0.7102 -0.348
C 6.489879 11.602690 -2.287137 4.5995 6.4409 -3.1661 0.183
N 7.152842 12.542186 -2.804650 -5.2768 -7.4729 4.0582 -0.490
H 4.456066 11.398503 -4.047467 -0.0326 -0.0332 0.1166 0.422
H 3.412255 9.995187 -4.264936 0.0370 0.0505 0.1649 0.309
H 3.210060 11.027995 -2.836941 0.0711 -0.0393 -0.0958 0.297
H 5.648073 9.275352 -3.466998 -0.0289 0.0521 0.1968 0.282
H 4.390299 8.875249 -2.297505 0.2226 0.1782 -0.0176 -0.174
H 6.374354 9.794581 -1.138281 0.0235 0.2617 -0.0648 0.316
H 4.991602 10.884065 -0.928847 0.1698 0.0933 -0.1298 0.305
C -1.466618 -4.397991 5.988697 0.0263 0.1429 -0.0102 -1.157
C -0.876778 -5.803809 5.937953 0.0314 0.3151 0.3618 -0.465
C -1.371284 -6.613700 4.737857 -1.0166 -0.0932 0.3046 -0.372
C -2.882117 -6.765210 4.808067 -8.4004 -1.0115 0.0997 0.273
N -4.135419 -6.890980 4.866443 9.9845 1.0720 -0.4315 -0.504
H -2.555211 -4.420223 6.100744 0.0780 -0.0587 -0.0324 0.367
H -1.063719 -3.847585 6.844833 -0.0281 -0.0540 -0.1885 0.332
H -1.224584 -3.837865 5.078261 -0.0033 -0.0447 0.1615 0.291
H -1.127364 -6.327328 6.868725 0.0603 -0.0450 -0.2008 0.308
H 0.215428 -5.729597 5.894344 -0.1543 -0.0958 -0.1116 0.326
H -0.909986 -7.606881 4.739055 -0.2796 0.0611 -0.0842 0.305
H -1.102163 -6.115390 3.800246 -0.2138 -0.0632 0.0903 0.272
C 3.392376 -0.812097 2.148836 0.0148 0.1184 0.0002 -0.665
C 4.341094 -2.001108 2.262837 0.0597 0.4320 0.0570 -0.611
C 3.612233 -3.346265 2.261550 -0.5019 0.1052 0.9570 -0.233
C 2.662738 -3.416919 3.446442 -5.4088 -0.7004 6.5249 0.243
N 1.875204 -3.475524 4.429472 6.2384 0.4530 -7.7890 -0.519
H 2.709562 -0.756546 3.002513 0.0349 -0.0618 -0.1046 0.392
H 3.958304 0.124595 2.124810 -0.1371 -0.1087 -0.0825 0.165
H 2.794795 -0.873464 1.232132 0.0606 0.0705 0.0964 0.076
H 4.929987 -1.897996 3.182498 -0.0526 -0.1467 -0.1529 0.335
H 5.046005 -1.974963 1.424542 -0.0774 -0.1611 0.0972 0.343
H 4.335508 -4.165554 2.331157 -0.2587 0.0058 0.1240 0.313
H 3.042379 -3.474152 1.334853 -0.0822 0.0006 0.2124 0.180
C -0.568982 8.636153 6.921769 0.0816 0.0454 0.1143 -1.140
C -1.149520 8.963790 5.549749 0.3329 0.1726 0.2056 -0.439
C -2.138936 7.907182 5.054445 0.7171 -0.8484 -0.1423 -0.333
C -1.437976 6.563815 4.933927 3.7384 -7.6398 -0.4022 0.365
N -0.856400 5.449480 4.833838 -4.4690 9.0385 1.5239 -0.595
H 0.006853 7.705441 6.905223 -0.1317 0.0716 -0.0213 0.345
H 0.109308 9.431352 7.247079 -0.1324 -0.0986 -0.0151 0.344
H -1.363270 8.537492 7.670493 0.1269 -0.0005 -0.0781 0.291
H -0.326492 9.068103 4.832151 -0.2124 -0.0186 0.0156 0.251
H -1.656907 9.933463 5.600876 -0.0365 -0.1728 -0.1263 0.343
H -2.536407 8.194355 4.075285 0.0344 -0.2449 0.0792 0.299
H -2.981087 7.813355 5.748587 0.1477 -0.1727 -0.1064 0.396
C -8.704664 -9.104355 6.087178 -0.0663 -0.1053 0.0760 -1.191
C -8.055637 -8.786074 4.743946 -0.3092 -0.2610 0.0753 -0.533
C -7.323435 -7.442737 4.740225 -0.9357 0.5886 0.2082 -0.145
C -8.305658 -6.321751 5.038771 -5.2461 6.4143 1.6296 0.270
N -9.120540 -5.391864 5.286296 6.4340 -7.3457 -1.9777 -0.578
H -9.473575 -8.370492 6.348532 0.1422 -0.0291 -0.0336 0.365
H -9.190706 -10.084527 6.051551 0.0984 0.1157 0.0384 0.345
H -7.957927 -9.122591 6.889216 -0.1183 0.0065 -0.0865 0.298
H -8.829355 -8.790154 3.966420 0.1889 0.0367 0.0467 0.301
H -7.345002 -9.581948 4.495143 0.0104 0.2125 -0.0461 0.353
H -6.864753 -7.267558 3.761384 -0.0490 0.1806 0.2272 0.306
H -6.528565 -7.435766 5.493875 -0.1814 0.1837 -0.1662 0.269